Arrangement P

Entry from the OMol25 dataset: one molecule with the formula C7H8O3 (the ωB97M-V functional and the def2-TZVPD basis).

```
18
Properties=species:S:1:pos:R:3:mulliken_charge:R:1
C 0.36 -0.21 1.00 0.2596
C -0.10 -1.18 0.05 -0.0460
C 0.87 -1.57 1.00 0.3882
C 0.26 1.13 1.48 0.4237
C 1.54 1.87 1.84 -1.1652
C -1.13 0.16 -1.83 -1.2657
C -1.07 -1.21 -1.08 0.3536
O 1.61 -2.35 1.53 -0.6054
O -0.81 1.73 1.51 -0.5341
O -0.93 -2.31 -1.92 -0.5316
H 1.43 2.74 2.48 0.3332
H 1.72 2.30 0.87 0.3150
H 2.26 1.26 2.33 0.3731
H -1.98 0.11 -2.55 0.3182
H -0.16 0.03 -2.38 0.3669
H -1.11 0.83 -1.04 0.4586
H -1.97 -1.44 -0.46 0.1892
H -0.79 -1.88 -2.83 0.3687
```

Computed properties:
SMILES: CC(=O)c1c([C@@H](C)O)c1=O
Frontier orbital gap in Ha: 0.3237
E_LUMO in eV: -0.6


Arrangement Q

Entry from the OMol25 dataset: one molecule with the formula C7H8O3 (the ωB97M-V functional and the def2-TZVPD basis).

```
18
Properties=species:S:1:pos:R:3:mulliken_charge:R:1
O -2.42 1.58 -0.84 -0.5177
C -1.63 0.67 -0.82 0.4698
O -0.13 -2.03 -0.12 -0.7282
C 0.55 -0.88 -0.05 0.5462
C 0.79 -0.05 -1.26 -0.8096
C -0.26 0.63 -0.39 0.6416
C 0.22 1.49 0.72 -0.8553
C 1.08 0.86 1.54 -0.3575
C 1.30 -0.60 1.23 -0.6702
H 1.76 0.46 -1.31 0.2876
H 0.41 -0.47 -2.19 0.3331
H -0.19 2.48 0.90 0.4230
H 1.69 1.38 2.28 0.3876
H 0.92 -1.24 2.03 0.3334
H 2.37 -0.84 1.09 0.2804
O -2.16 -0.80 -1.20 -0.5657
H -3.12 -0.81 -1.02 0.3174
H -1.19 -1.84 -0.61 0.4838
```

Computed properties:
SMILES: O=C(O)[C@@]12C=CC[C@]1(O)C2
Frontier orbital gap in Ha: 0.3336
E_LUMO in eV: 0.6


arrangement Q is the most stable structure; the next one sits 1.455 eV above it.


Arrangement P

Entry from the OMol25 dataset: one molecule with the formula C23H28N2O5 (the ωB97M-V functional and the def2-TZVPD basis).

```
58
Properties=species:S:1:pos:R:3:mulliken_charge:R:1
C -6.65 -1.42 -1.64 -1.0286
C -5.82 -1.91 -0.46 -0.3907
O -5.57 -0.90 0.50 -0.4652
C -4.62 0.03 0.28 0.8074
C -3.76 0.08 -0.82 -0.1883
C -2.78 1.05 -0.89 -0.8131
C -2.63 2.00 0.11 0.1748
C -3.53 1.99 1.18 -0.7546
C -4.50 1.02 1.27 -0.6703
H -5.18 0.98 2.10 0.4561
H -3.44 2.74 1.95 0.4500
C -1.56 2.99 0.11 0.3068
C -0.27 2.73 -0.28 -0.4707
C 0.78 3.68 -0.03 0.6101
O 0.64 4.82 0.39 -0.7998
C 2.09 2.97 -0.32 0.4177
O 3.22 3.40 -0.22 -0.6699
N 1.76 1.72 -0.73 0.3250
C 2.73 0.71 -1.06 -1.0653
H 3.57 1.20 -1.57 0.4144
H 2.27 -0.01 -1.75 0.2346
C 3.26 -0.03 0.18 -0.6773
N 4.02 -1.19 -0.22 0.4241
C 5.38 -1.23 0.30 -0.5053
H 5.41 -1.05 1.39 0.3215
C 6.26 -0.22 -0.41 -1.3652
H 6.24 -0.40 -1.49 0.3137
H 5.92 0.80 -0.23 0.3041
H 7.29 -0.31 -0.07 0.4493
H 5.77 -2.24 0.11 0.4897
C 3.29 -2.43 -0.16 -0.6279
C 3.02 -2.99 1.24 -1.0962
H 3.96 -3.20 1.76 0.3545
H 2.45 -2.28 1.84 0.2535
H 2.45 -3.91 1.17 0.4055
H 3.85 -3.17 -0.74 0.4627
H 2.34 -2.27 -0.67 0.2237
H 3.87 0.66 0.76 0.4654
H 2.40 -0.30 0.81 -0.0731
C 0.33 1.45 -0.78 0.4755
C -0.06 0.26 0.05 0.7881
C -0.23 0.11 1.39 -0.4414
C -0.61 -1.24 1.59 -0.9882
C -0.63 -1.81 0.36 -0.8828
O -0.30 -0.91 -0.58 -0.3852
H -0.85 -2.80 0.03 0.6559
H -0.82 -1.72 2.53 0.5710
H -0.11 0.87 2.14 0.6844
H 0.06 1.23 -1.82 0.2038
O -1.87 4.18 0.62 -0.6039
H -1.04 4.74 0.66 0.4511
H -2.15 1.08 -1.77 0.3691
H -3.84 -0.64 -1.62 0.4790
H -6.37 -2.67 0.09 0.3312
H -4.87 -2.35 -0.80 0.3122
H -7.59 -1.01 -1.28 0.3081
H -6.13 -0.64 -2.19 0.3038
H -6.85 -2.24 -2.31 0.3650
```

Computed properties:
SMILES: CCOc1ccc(/C(O)=C2/C(=O)C(=O)N(CCN(CC)CC)[C@H]2c2ccco2)cc1
Frontier orbital gap in Ha: 0.2877
E_LUMO in eV: -0.4


Arrangement Q

Entry from the OMol25 dataset: one molecule with the formula C23H28N2O5 (the ωB97M-V functional and the def2-TZVPD basis).

```
58
Properties=species:S:1:pos:R:3:mulliken_charge:R:1
C -4.85 -2.36 0.99 -1.9138
H -4.75 -2.34 2.07 0.3887
H -5.58 -1.62 0.68 0.4238
H -5.23 -3.34 0.72 0.4857
C -3.51 -2.16 0.29 1.4807
N -2.96 -0.79 0.52 0.3832
C -1.78 -0.46 -0.05 1.0950
O -1.11 -1.20 -0.74 -0.7023
C -1.23 0.96 0.23 -0.8468
H -1.01 1.08 1.30 0.3740
H -1.90 1.74 -0.13 0.4921
O -0.03 1.10 -0.51 -0.3706
C 1.00 0.39 -0.06 1.1342
O 1.04 -0.16 1.01 -0.6286
C 2.14 0.40 -1.06 -1.2789
N 3.38 0.16 -0.37 0.3597
C 3.85 1.01 0.61 0.1758
O 3.34 2.07 0.88 -0.6541
C 5.09 0.39 1.22 0.1806
C 5.28 -0.93 0.47 0.1722
C 4.12 -0.99 -0.51 0.1648
O 3.89 -1.86 -1.31 -0.6574
H 5.20 -1.79 1.14 0.3155
C 6.60 -1.03 -0.31 -0.9228
C 6.86 0.26 -1.04 -0.4617
C 6.70 1.40 -0.39 -0.4712
C 6.27 1.37 1.04 -0.9301
H 7.10 1.04 1.67 0.3820
H 5.96 2.36 1.39 0.4602
H 6.86 2.36 -0.86 0.4129
H 7.16 0.21 -2.07 0.4164
H 7.42 -1.21 0.40 0.3717
H 6.55 -1.87 -1.00 0.4741
H 4.91 0.24 2.28 0.3712
H 1.99 -0.42 -1.77 0.3955
H 2.16 1.36 -1.58 0.2614
C -3.74 0.18 1.26 -2.0676
C -4.82 0.84 0.43 1.1721
C -4.65 1.07 -0.93 -0.0453
C -5.64 1.69 -1.67 -0.8953
C -6.81 2.10 -1.06 -0.4376
C -6.99 1.88 0.30 -0.6557
C -6.00 1.25 1.03 -0.3575
H -6.14 1.08 2.09 0.3747
H -7.90 2.19 0.78 0.3910
H -7.59 2.58 -1.64 0.3861
H -5.49 1.86 -2.73 0.3942
H -3.74 0.75 -1.42 0.4279
H -4.20 -0.31 2.12 0.2989
H -3.08 0.95 1.66 0.6761
C -2.51 -3.18 0.85 -1.7845
H -1.57 -3.12 0.32 0.4216
H -2.32 -2.99 1.90 0.3585
H -2.91 -4.18 0.74 0.4609
C -3.72 -2.37 -1.21 -1.6223
H -2.79 -2.23 -1.76 0.3189
H -4.47 -1.68 -1.59 0.3485
H -4.07 -3.39 -1.39 0.5033
```

Computed properties:
SMILES: CC(C)(C)N(Cc1ccccc1)C(=O)COC(=O)CN1C(=O)[C@H]2CC=CC[C@H]2C1=O
Frontier orbital gap in Ha: 0.3682
E_LUMO in eV: 0.7


arrangement Q is the most stable structure; the next one sits 2.370 eV above it.


Arrangement P

Entry from the OMol25 dataset: one molecule with the formula C3H10NS (the ωB97M-V functional and the def2-TZVPD basis).

```
15
Properties=species:S:1:pos:R:3:mulliken_charge:R:1
C -0.02 -1.06 0.12 -1.0603
C 0.07 0.46 0.31 -0.8271
C 1.20 1.10 -0.53 -0.6913
S 0.95 2.91 -0.52 -0.2243
N -1.32 -1.59 0.66 -1.8730
H -0.09 -1.27 -0.95 0.5141
H 0.80 -1.57 0.62 0.1521
H 0.17 0.71 1.36 0.2862
H -0.85 0.85 -0.12 0.4762
H 1.18 0.67 -1.52 0.4150
H 2.17 0.92 -0.08 0.3100
H 0.74 3.13 -1.80 0.1202
H -2.11 -0.93 0.55 0.5385
H -1.60 -2.49 0.21 0.9696
H -1.29 -1.87 1.69 0.8940
```

Computed properties:
Spin multiplicity: 2
⟨S²⟩: 0.751
Frontier orbital gap (spin up / spin down) in Ha: 0.1675 / 0.3734
E_LUMO (spin up / spin down) in eV: 0.8 / 0.7


Arrangement Q

Entry from the OMol25 dataset: C3H10NS as an isolated structure (the ωB97M-V functional and the def2-TZVPD basis).

```
15
Properties=species:S:1:pos:R:3:mulliken_charge:R:1
C 1.43 1.07 0.37 -0.7565
N 1.69 1.57 -0.87 -0.3943
H 1.28 1.69 1.21 0.3888
H 1.77 0.01 0.59 0.2956
H 0.92 2.03 -1.46 0.1824
H 2.29 1.11 -1.53 0.2300
C -0.36 -1.93 -0.73 -1.1176
C -1.03 -1.47 0.61 -0.3619
S -0.86 0.44 0.35 -0.1266
H -0.83 -1.57 -1.59 0.3738
H 0.60 -1.45 -0.74 0.2726
H -0.31 -3.01 -0.94 0.3206
H -0.39 -1.92 1.44 0.2537
H -2.09 -1.60 0.70 0.3755
H -1.59 0.61 1.27 0.0638
```

Computed properties:
Spin multiplicity: 2
⟨S²⟩: 0.755
Frontier orbital gap (spin up / spin down) in Ha: 0.2296 / 0.3515
E_LUMO (spin up / spin down) in eV: 0.9 / 0.8


arrangement P is the most stable structure; the next one sits 0.859 eV above it.


Arrangement P

Entry from the OMol25 dataset: a 2-piece molecular cluster, C5H10O2 overall (the ωB97M-V functional and the def2-TZVPD basis).

```
17
Properties=species:S:1:pos:R:3:mulliken_charge:R:1
C -0.12 1.52 2.00 -1.2541
C -0.18 0.18 1.37 -0.0299
C -0.13 0.06 -0.02 0.4917
O 0.22 1.24 -0.87 -0.5205
C -0.77 -1.03 -0.89 0.2241
C -0.97 -2.28 -0.31 -0.6407
H -1.04 2.03 1.87 0.3925
H 0.71 2.06 1.51 0.3749
H 0.12 1.40 3.14 0.3360
H -0.75 -0.58 1.90 0.2133
H -0.53 1.82 -0.67 0.3539
H -1.07 -0.80 -1.93 0.4304
H -1.19 -2.42 0.79 0.2807
H -0.60 -3.21 -0.74 0.3036
H 1.58 -0.12 -1.83 0.3747
H 2.52 0.50 -2.84 0.3211
O 2.21 -0.36 -2.46 -0.6516
```

Computed properties:
Spin multiplicity: 2
Charge: +1
⟨S²⟩: 0.796
Frontier orbital gap (spin up / spin down) in Ha: 0.3015 / 0.2408
E_LUMO (spin up / spin down) in eV: -6.3 / -7.9


Arrangement Q

Entry from the OMol25 dataset: a 2-piece molecular cluster, C5H10O2 overall (the ωB97M-V functional and the def2-TZVPD basis).

```
17
Properties=species:S:1:pos:R:3:mulliken_charge:R:1
C 1.61 -0.55 -0.05 0.0948
C 2.52 -1.06 -0.81 -0.7404
C -1.70 1.13 -0.64 -0.2156
O -2.80 0.68 -1.45 -0.4616
C -0.69 0.07 -0.28 -0.0810
C 0.60 0.30 -0.48 -0.1908
H 1.50 -0.80 1.04 0.2192
H 2.83 -0.71 -1.81 0.2966
H 3.17 -1.74 -0.45 0.3382
H -1.40 2.07 -1.00 0.4245
H -2.15 1.21 0.47 0.2475
H -2.69 -0.28 -1.73 0.3427
H -1.06 -0.84 0.20 0.4313
H 0.75 1.35 -1.07 0.2608
H -0.40 -0.83 3.13 0.2652
H 0.33 0.23 2.43 0.2726
O -0.41 -0.22 2.50 -0.5040
```

Computed properties:
Spin multiplicity: 2
Charge: +1
⟨S²⟩: 0.768
Frontier orbital gap (spin up / spin down) in Ha: 0.3752 / 0.2229
E_LUMO (spin up / spin down) in eV: -4.6 / -8.6


arrangement P is the most stable structure; the next one sits 0.621 eV above it.


Arrangement P

Entry from the OMol25 dataset: one molecule with the formula C19H29NO (the ωB97M-V functional and the def2-TZVPD basis).

```
50
Properties=species:S:1:pos:R:3:mulliken_charge:R:1
O 0.22 0.64 3.31 -0.5729
H 1.06 1.01 3.01 0.4062
C -0.28 -0.20 2.30 -1.4795
H -1.23 -0.58 2.68 0.5575
H 0.39 -1.06 2.14 0.4318
C -0.53 0.52 0.95 2.4628
C -1.05 -0.51 -0.07 -1.2369
C -2.00 0.14 -1.08 -0.8828
N -3.20 0.70 -0.46 0.0754
C -4.44 0.04 -0.72 -0.0678
C -4.89 -0.07 -2.19 -0.8514
H -4.08 0.06 -2.90 0.2695
H -5.71 0.59 -2.48 0.3593
C -5.27 -1.54 -1.95 -0.5575
H -4.86 -2.26 -2.66 0.3005
H -6.35 -1.70 -1.88 0.2469
C -4.58 -1.50 -0.58 -0.6022
H -3.63 -2.02 -0.57 0.1095
H -5.18 -1.85 0.26 0.3589
H -5.20 0.55 -0.12 0.5322
C -3.01 1.04 0.94 -0.9444
C -1.61 1.60 1.17 -1.3598
H -1.47 2.42 0.47 0.4016
H -1.53 1.99 2.18 0.5203
H -3.76 1.79 1.20 0.5128
H -3.18 0.17 1.60 0.3137
H -1.47 0.96 -1.59 0.1977
H -2.29 -0.59 -1.83 0.5824
H -1.58 -1.31 0.45 0.4325
H -0.22 -0.96 -0.61 0.3333
C 0.75 1.21 0.45 -1.7703
C 2.01 0.36 0.41 -0.2644
H 2.31 0.05 1.42 0.3604
H 1.84 -0.55 -0.17 0.2442
C 3.18 1.13 -0.22 -1.1278
C 4.42 0.28 -0.23 0.3057
C 5.28 0.27 0.86 -0.2597
C 6.40 -0.54 0.86 -0.5952
C 6.68 -1.35 -0.22 -0.4248
C 5.82 -1.35 -1.31 -0.5936
C 4.70 -0.54 -1.31 -0.2370
H 4.04 -0.54 -2.17 0.3580
H 6.03 -1.98 -2.16 0.3718
H 7.56 -1.98 -0.22 0.3698
H 7.07 -0.54 1.72 0.3723
H 5.08 0.90 1.71 0.3596
H 3.36 2.04 0.36 0.3704
H 2.91 1.42 -1.23 0.4249
H 0.55 1.58 -0.56 0.3606
H 0.94 2.09 1.07 0.5254
```

Computed properties:
SMILES: OCC1(CCCc2ccccc2)CCN(C2CCC2)CC1
Frontier orbital gap in Ha: 0.3197
E_LUMO in eV: 0.7


Arrangement Q

Entry from the OMol25 dataset: C19H29NO as an isolated structure (the ωB97M-V functional and the def2-TZVPD basis).

```
50
Properties=species:S:1:pos:R:3:mulliken_charge:R:1
O -1.24 2.51 1.23 -0.5454
H -1.01 2.03 1.97 0.3325
C 0.03 2.43 0.34 -1.2948
H 0.78 2.80 0.82 0.8568
H -0.31 2.69 -0.72 0.4059
C 0.19 0.78 0.13 1.7480
C 1.27 0.74 -0.81 -1.4555
C 2.03 -0.48 -1.25 -0.8580
N 2.44 -1.07 0.01 0.2053
C 3.86 -0.86 0.57 0.1848
C 4.94 -1.22 -0.20 -0.8017
H 4.64 -1.45 -1.38 0.2305
H 5.43 -2.53 0.05 0.2254
C 5.82 -0.05 0.07 -0.2324
H 6.31 0.27 -0.95 0.2273
H 6.43 -0.28 0.99 0.2507
C 4.54 0.42 0.51 -0.5318
H 4.06 1.13 -0.27 -0.0131
H 4.65 1.28 1.30 0.3272
H 3.85 -1.11 1.73 0.1349
C 1.39 -1.14 1.00 -1.4046
C 0.69 0.33 1.52 -1.4833
H 0.02 0.24 2.17 1.2753
H 1.52 0.94 1.94 0.2723
H 0.66 -1.65 0.48 0.8694
H 1.91 -1.53 2.01 0.2801
H 1.36 -1.39 -1.59 0.1486
H 2.94 -0.24 -1.83 0.6256
H 2.01 1.58 -0.58 0.3576
H 0.99 1.12 -1.88 0.1119
C -0.99 0.20 -0.43 -0.2696
C -1.87 0.74 -1.60 -1.0540
H -2.23 1.73 -1.06 0.2407
H -1.23 0.88 -2.35 0.7285
C -3.01 -0.21 -1.93 -1.4741
C -3.89 -0.24 -0.77 0.5121
C -3.92 -1.68 -0.36 -0.4422
C -4.81 -1.91 1.13 -0.9859
C -5.68 -0.90 1.33 0.0146
C -5.77 0.42 0.80 -1.2114
C -4.72 0.47 -0.19 0.6206
H -4.94 1.59 -0.59 0.0263
H -6.42 1.03 1.08 0.7565
H -6.38 -1.28 2.17 0.1808
H -4.91 -2.85 1.27 0.5323
H -3.13 -2.52 -0.55 0.2225
H -2.49 -1.19 -2.28 0.2638
H -3.39 0.21 -2.71 0.7623
H -0.66 -0.80 -0.85 0.1569
H -1.78 -0.01 0.53 -0.0299
```

Computed properties:
Frontier orbital gap in Ha: 0.2910
E_LUMO in eV: 0.2


arrangement P is the most stable structure; the next one sits 15.576 eV above it.


Arrangement P

Entry from the OMol25 dataset: a 2-piece molecular cluster, FNO2 overall (the ωB97M-V functional and the def2-TZVPD basis).

```
4
Properties=species:S:1:pos:R:3:mulliken_charge:R:1
N -0.23 0.82 -0.66 0.3624
O -0.46 -0.23 -0.17 -0.1692
O -0.11 -1.80 1.03 -0.0341
F 0.98 1.33 -0.17 -0.1591
```

Computed properties:
Frontier orbital gap (spin up / spin down) in Ha: 0.3732 / 0.3716
E_LUMO (spin up / spin down) in eV: -2.3 / -2.2


Arrangement Q

Entry from the OMol25 dataset: one molecule with the formula FNO2 (the ωB97M-V functional and the def2-TZVPD basis).

```
4
Properties=species:S:1:pos:R:3:mulliken_charge:R:1
N -0.13 0.00 -0.01 1.1286
O -0.48 1.06 0.00 -0.4043
O -0.53 -1.08 0.00 -0.4267
F 1.38 0.03 0.00 -0.2975
```

Computed properties:
SMILES: O=[N+]([O-])F
Frontier orbital gap in Ha: 0.4844
E_LUMO in eV: 0.1


arrangement Q is the most stable structure; the next one sits 4.122 eV above it.